{"formula": "C42H69Br16NO2S", "method": "ωB97M-V/def2-TZVPD", "species": ["C", "C", "C", "C", "C", "C", "C", "C", "C", "C", "C", "C", "C", "C", "C", "C", "O", "C", "N", "C", "C", "C", "C", "C", "C", "O", "C", "C", "C", "S", "H", "H", "H", "H", "H", "H", "H", "H", "H", "H", "H", "H", "H", "H", "H", "H", "H", "H", "H", "H", "H", "H", "H", "H", "H", "H", "H", "H", "H", "H", "H", "H", "H", "H", "H", "H", "H", "Br", "C", "C", "Br", "H", "H", "H", "H", "Br", "C", "C", "Br", "H", "H", "H", "H", "Br", "C", "C", "Br", "H", "H", "H", "H", "Br", "C", "C", "Br", "H", "H", "H", "H", "Br", "C", "C", "Br", "H", "H", "H", "H", "Br", "C", "C", "Br", "H", "H", "H", "H", "Br", "C", "C", "Br", "H", "H", "H", "H", "Br", "C", "C", "Br", "H", "H", "H", "H"], "xyz": [[-4.832201, -0.630619, -3.238674], [-5.942649, -0.491427, -4.313612], [-5.751999, 0.747280, -5.269824], [-5.087484, 1.890991, -4.507892], [-5.886638, 2.665044, -3.690020], [-5.382551, 3.696072, -2.925987], [-4.032553, 3.938002, -3.020186], [-3.203688, 3.200141, -3.854526], [-3.715452, 2.154097, -4.626890], [-2.736109, 1.388659, -5.511349], [-1.581472, 0.689172, -4.718964], [-1.460539, -0.832595, -4.943406], [-0.164881, -1.278891, -4.228000], [0.030263, -2.805400, -4.156829], [-1.119618, -3.577055, -3.472484], [-0.979500, -3.687601, -1.936488], [-0.603176, -2.483302, -1.291602], [-1.686736, -1.566560, -1.174074], [-1.796759, 3.520305, -3.923100], [-1.182896, 3.538481, -2.616978], [-0.058944, 2.766280, -2.402279], [0.501356, 2.788387, -1.131793], [1.725136, 1.898922, -0.882571], [1.469421, 1.042646, 0.386847], [1.906805, -0.446122, 0.219864], [2.102934, 1.626195, 1.531458], [-0.030505, 3.579434, -0.141463], [-1.156946, 4.357345, -0.352535], [-1.723057, 4.314807, -1.609751], [-3.211156, 5.211748, -2.057109], [-3.834209, -0.372993, -3.596695], [-5.094578, -0.049855, -2.351476], [-4.816801, -1.689341, -2.930059], [-5.946131, -1.430041, -4.881442], [-6.890494, -0.337754, -3.781004], [-6.719365, 1.043170, -5.687903], [-5.104356, 0.386978, -6.074070], [-6.948761, 2.417315, -3.665874], [-6.015711, 4.292340, -2.275709], [-3.214834, 0.641054, -6.149289], [-2.258886, 2.141942, -6.153499], [-1.736385, 0.923118, -3.654758], [-0.642047, 1.194411, -4.978758], [-1.362048, -0.990468, -6.025913], [-2.354457, -1.290291, -4.511227], [0.682574, -0.843720, -4.782742], [-0.107521, -0.857104, -3.216654], [0.979040, -2.982897, -3.625176], [0.169265, -3.241237, -5.157206], [-1.096085, -4.601538, -3.876830], [-2.118110, -3.187569, -3.708844], [-0.235153, -4.465678, -1.717996], [-1.934480, -4.050140, -1.515944], [-1.875571, -1.355602, -0.110517], [-1.437532, -0.597074, -1.634011], [-2.592997, -1.951043, -1.659100], [-1.741927, 4.458925, -4.325444], [0.351913, 2.173728, -3.212624], [2.646135, 2.488668, -0.811972], [1.781890, 1.191576, -1.718344], [0.379637, 1.019321, 0.545375], [2.194557, -0.657251, -0.817311], [2.744146, -0.736357, 0.873835], [1.087579, -1.134627, 0.468326], [2.382254, 0.944004, 2.150869], [0.438712, 3.608694, 0.842489], [-1.602432, 4.975330, 0.422344], [1.688781, -3.496225, 5.228496], [3.051393, -3.712314, 3.850663], [4.115483, -2.655328, 3.956661], [3.493387, -0.945679, 3.267934], [2.537201, -3.704032, 2.894234], [3.477441, -4.698956, 4.023766], [4.973008, -2.913909, 3.339312], [4.445467, -2.482000, 4.977561], [3.804445, -0.503118, 7.967516], [3.203469, -2.156728, 8.798458], [1.892085, -1.969101, 9.512677], [2.127524, -1.041514, 11.207767], [4.001991, -2.490464, 9.454149], [3.090670, -2.863085, 7.977066], [1.459480, -2.933382, 9.772741], [1.173963, -1.394809, 8.934970], [0.773256, 4.828890, 6.608386], [1.931515, 4.302040, 5.133114], [1.559985, 2.947751, 4.592386], [2.172455, 1.517372, 5.767196], [2.951627, 4.346244, 5.501953], [1.788514, 5.067727, 4.372732], [2.055840, 2.770543, 3.640329], [0.488991, 2.818116, 4.468817], [-8.985435, 1.686627, -1.178892], [-7.855830, 0.680667, 0.051995], [-6.832787, 1.564909, 0.711364], [-5.380038, 1.989013, -0.516525], [-7.412234, -0.128328, -0.521320], [-8.538633, 0.267590, 0.792359], [-6.365283, 1.047155, 1.547256], [-7.239097, 2.511337, 1.060727], [7.336023, -1.307871, 2.968357], [8.126144, -2.289751, 1.487060], [7.216294, -2.289969, 0.288470], [5.735149, -3.544665, 0.501583], [8.352774, -3.286970, 1.844601], [9.055534, -1.766274, 1.267601], [7.752763, -2.632003, -0.594947], [6.771425, -1.320792, 0.086559], [10.638771, -6.594046, -0.519527], [11.013035, -6.305012, 1.368193], [9.985667, -6.971420, 2.244230], [8.318056, -5.967893, 2.274865], [11.066179, -5.231136, 1.518533], [11.995853, -6.741978, 1.534283], [10.325405, -6.994445, 3.278006], [9.741149, -7.979152, 1.923020], [6.707981, 0.502793, -2.117457], [7.177275, 2.284697, -1.493841], [7.180904, 2.347302, 0.012244], [5.369289, 2.403070, 0.724353], [6.473103, 2.974432, -1.948658], [8.173368, 2.475476, -1.889139], [7.654662, 3.265729, 0.353928], [7.673662, 1.494840, 0.471596], [-10.664829, 0.403849, 2.883394], [-11.311733, 2.240410, 2.925139], [-10.461286, 3.148026, 2.077176], [-8.777949, 3.575923, 2.958258], [-11.343099, 2.538742, 3.968501], [-12.325496, 2.193190, 2.532078], [-10.957458, 4.105526, 1.930108], [-10.212490, 2.719931, 1.110956]], "forces_ev_per_a": [[-0.7, -0.7, -0.1], [0.4, 0.7, 0.2], [0.6, -0.9, 0.8], [-0.1, -0.5, -1.1], [-0.7, 0.0, -0.2], [-0.3, 0.4, -0.3], [1.1, 0.6, 0.5], [0.0, -0.4, -0.2], [0.2, -0.2, 0.1], [0.4, 0.2, 0.2], [-0.5, 0.4, -0.1], [0.8, 1.4, 0.7], [-0.1, -0.5, -0.5], [-0.1, 0.1, 0.2], [0.3, -0.2, 0.3], [-0.2, -0.4, -0.4], [-0.3, -0.1, -0.1], [0.1, 0.3, 0.2], [-0.3, 0.2, -0.1], [0.0, -0.2, -0.9], [-0.3, 0.4, 0.5], [1.5, -0.8, -0.8], [-1.1, -0.1, 0.6], [0.4, -1.2, -0.1], [0.0, 0.0, -0.1], [0.0, 0.6, -0.1], [0.0, 0.6, 1.1], [-0.1, 0.0, -0.1], [-1.1, 0.3, -0.5], [-0.1, -0.1, 0.3], [-0.2, 0.1, 0.1], [0.4, 0.1, -0.2], [0.1, 0.3, 0.0], [-0.4, 0.3, -0.1], [0.1, -0.4, -0.2], [0.2, 0.0, 0.0], [-0.3, 0.4, -0.1], [0.2, 0.2, 0.2], [0.1, -0.1, -0.1], [-0.1, 0.3, 0.1], [-0.2, -0.3, -0.1], [0.1, -0.4, -0.2], [-0.1, -0.3, 0.0], [-0.3, -0.4, 0.2], [0.2, -0.3, -0.4], [-0.2, -0.1, 0.1], [-0.2, -0.1, -0.2], [-0.3, -0.2, 0.0], [-0.1, 0.3, 0.1], [-0.2, 0.2, 0.3], [0.3, 0.1, -0.2], [0.1, 0.5, 0.2], [0.2, 0.1, -0.1], [-0.1, -0.2, -0.2], [0.0, -0.3, 0.0], [0.1, 0.1, 0.2], [0.2, -0.1, 0.1], [0.0, 0.0, 0.2], [-0.1, -0.2, 0.1], [0.3, 0.3, 0.0], [0.2, 0.2, 0.1], [0.0, 0.0, 0.2], [-0.2, 0.4, -0.5], [0.1, 0.2, -0.1], [-0.2, -0.1, -0.2], [0.0, -0.2, -0.2], [0.2, -0.2, 0.0], [0.0, 0.0, -0.1], [0.0, -0.1, 0.2], [0.1, 0.0, -0.1], [0.3, -0.3, 0.5], [0.0, 0.1, 0.0], [0.0, 0.0, 0.0], [-0.1, 0.0, 0.0], [-0.1, 0.0, 0.0], [0.1, -0.1, 0.1], [0.0, 0.0, -0.3], [0.0, -0.1, 0.2], [0.0, 0.0, -0.1], [-0.1, 0.0, 0.1], [-0.1, 0.0, 0.0], [0.0, 0.0, 0.0], [0.1, 0.0, 0.0], [0.1, 0.0, 0.0], [-0.2, 0.2, 0.0], [0.3, -0.2, 0.0], [-0.2, 0.2, 0.0], [0.0, -0.1, 0.0], [0.0, -0.1, 0.0], [0.0, 0.1, 0.0], [0.0, 0.1, 0.0], [0.1, -0.1, -0.1], [-0.2, 0.0, 0.1], [0.4, -0.1, 0.0], [-0.1, -0.1, 0.6], [0.0, 0.1, 0.0], [0.0, 0.1, 0.0], [-0.1, 0.0, 0.0], [0.0, -0.2, -0.1], [0.1, 0.0, 0.0], [0.0, 0.3, 0.0], [0.0, -0.2, -0.1], [0.0, 0.1, 0.0], [0.0, 0.0, 0.0], [0.0, 0.0, -0.1], [0.0, 0.0, 0.0], [0.0, 0.0, 0.1], [0.0, 0.1, 0.0], [0.1, -0.2, -0.2], [-0.1, 0.2, 0.2], [0.0, -0.2, -0.1], [0.0, 0.0, 0.1], [0.0, 0.0, 0.0], [0.0, 0.0, 0.0], [0.0, 0.0, -0.1], [-0.1, 0.1, -0.1], [0.2, -0.2, 0.0], [-0.2, 0.3, 0.1], [0.0, -0.1, 0.0], [0.0, 0.0, 0.1], [0.0, 0.0, 0.0], [0.0, 0.0, -0.1], [0.0, 0.0, -0.1], [0.0, 0.0, 0.1], [-0.1, -0.2, -0.1], [0.0, 0.2, 0.2], [-0.1, 0.0, 0.1], [0.1, 0.0, 0.0], [0.0, 0.0, 0.0], [0.0, 0.0, 0.0], [0.0, 0.0, 0.0]], "e_lumo_ev": 0.24, "homo_energy_ev": -7.8668, "smiles": "CCCc1ccc2c(c1CCCCCCCOC)Nc1cc(C[C@@H](C)O)ccc1S2.BrCCBr.BrCCBr.BrCCBr.BrCCBr.BrCCBr.BrCCBr.BrCCBr.BrCCBr", "fmax_ev_per_a": 1.8, "homo_lumo_gap_ha": 0.2978, "total_charge": 0}